# 1
ORCA calculation (ωB97M-V with the def2-TZVPD basis set) on the molecule C5H8N2.

Each line ends with the Löwdin charge.
Element x y z (Å)
C (0.7741, -2.5564, -0.4871)  -0.102
C (0.1026, -0.6243, 0.4932)  -0.057
C (0.1699, -1.8925, 0.7480)  -0.123
N (-1.2785, 1.4917, 1.3290)  0.114
C (-0.6174, 1.6193, 0.2371)  -0.534
N (-0.4947, 2.7488, -0.5487)  0.106
C (0.2771, 0.5217, -0.1207)  -0.062
H (0.1308, -2.5398, -1.3708)  0.080
H (1.6900, -1.9917, -0.7389)  0.076
H (1.0729, -3.5640, -0.2189)  0.064
H (0.3023, -2.2902, 1.7529)  0.105
H (-1.8372, 2.3195, 1.5240)  0.037
H (-0.3065, 2.5868, -1.5267)  0.089
H (-1.1716, 3.4740, -0.3741)  0.088
H (1.1861, 0.6972, -0.6983)  0.118

Forces on atoms 1 to 2 (eV/Å):
C 0.0 -0.5 -0.2
C 0.1 0.1 0.1

Output
HOMO energy = -8.26 eV
LUMO level = 0.57 eV
SMILES = [H]/N=C(\N)C=C=CC
orbital gap = 8.83 eV
ΔE to the lowest compared entry with this formula, charge and spin = 3.003 eV

# 2
ORCA calculation (ωB97M-V with the def2-TZVPD basis set) on the ion C7H10N with charge +1.

Each line ends with the Löwdin charge.
Element x y z (Å)
C (-1.8800, 0.5455, 1.8450)  0.069
C (-1.7118, 1.3658, 0.8510)  -0.008
C (2.6361, -0.3536, 0.6073)  0.133
C (0.2149, -0.2912, 0.2717)  -0.154
C (-0.4762, 0.6948, 1.3664)  -0.136
C (0.0208, -0.6030, -2.1627)  -0.057
C (-0.6440, -0.5667, -0.8040)  -0.165
N (1.4475, -0.3690, 0.3484)  0.131
H (-2.3959, -0.0682, 2.5198)  0.113
H (-1.9423, 2.3492, 0.4717)  0.134
H (3.1415, -1.1937, 1.1535)  0.137
H (3.3521, 0.4677, 0.3221)  0.141
H (0.1195, 1.0889, 2.1679)  0.127
H (0.7984, -1.3104, -2.2653)  0.070
H (0.5143, 0.3451, -2.3471)  0.089
H (-0.5197, -0.7968, -3.0558)  0.080
H (-1.4944, 0.2200, -0.5838)  0.134
H (-1.1808, -1.5242, -0.7060)  0.162

Forces on atoms 1 to 2 (eV/Å):
C 0.7 -0.3 -2.0
C 0.2 1.2 2.0

Output
HOMO energy = -14.18 eV
LUMO level = -4.05 eV
SMILES = C=[N+]=C(CC)C1C=C1
orbital gap = 10.14 eV
ΔE to the lowest compared entry with this formula, charge and spin = 3.898 eV
total charge = +1

# 3
ORCA calculation (ωB97M-V with the def2-TZVPD basis set) on a structure of composition C31H34N12O3S3Sc.

Each line ends with the Löwdin charge.
Element x y z (Å)
Sc (-0.0741, -0.3350, -0.2318)  0.997
N (5.1501, 5.9432, 1.1151)  0.115
C (4.7764, 4.6306, 1.1635)  -0.316
C (4.4496, 3.9493, -0.0175)  -0.022
C (3.9967, 2.6470, 0.0320)  -0.069
C (3.8707, 2.0180, 1.2575)  -0.305
C (4.2141, 2.6608, 2.4333)  -0.069
C (4.6687, 3.9609, 2.3916)  -0.014
S (3.1480, 0.4022, 1.3072)  0.677
O (3.3126, -0.2139, 2.5959)  -0.281
O (3.6904, -0.3689, 0.2015)  -0.326
N (1.5495, 0.5878, 0.9428)  -0.168
C (0.8416, 1.3465, 1.7818)  -0.489
N (-0.5057, 1.2895, 1.5865)  0.066
C (-1.2498, 2.0616, 2.3625)  -0.108
C (-0.7144, 2.8788, 3.3464)  -0.037
C (0.6677, 2.8382, 3.4854)  -0.093
N (1.4361, 2.0878, 2.7239)  0.136
H (5.4241, 6.3222, 0.2245)  0.099
H (5.5834, 6.3460, 1.9294)  0.101
H (4.5716, 4.4539, -0.9660)  0.110
H (3.7610, 2.1004, -0.8702)  0.101
H (4.1146, 2.1148, 3.3569)  0.114
H (4.9528, 4.4707, 3.3016)  0.113
H (-2.3217, 2.0140, 2.2044)  0.112
H (-1.3349, 3.5007, 3.9707)  0.102
H (1.1817, 3.4222, 4.2395)  0.120
N (-1.9166, -3.8993, 1.2029)  0.208
C (-1.4175, -2.8835, 0.4832)  -0.514
O (-1.0469, -1.8455, 1.0440)  -0.094
C (-1.3779, -3.0629, -1.0145)  -0.198
C (-1.0882, -1.7322, -1.7390)  -0.270
H (-1.8801, -3.8415, 2.2101)  0.126
H (-2.1085, -4.7914, 0.7790)  0.121
H (-2.3348, -3.5132, -1.3129)  0.118
H (-0.5876, -3.7921, -1.2304)  0.114
H (-2.0538, -1.3321, -2.0906)  0.035
H (-0.5410, -1.9618, -2.6626)  0.016
N (-2.4949, 2.4497, -2.6822)  0.198
C (-1.3446, 3.1115, -3.0275)  -0.174
C (-1.0558, 4.0429, -4.0124)  -0.011
C (0.2104, 4.5864, -4.0041)  -0.075
C (1.1592, 4.2186, -3.0438)  -0.073
C (0.8986, 3.2517, -2.0977)  -0.053
C (-0.3682, 2.6704, -2.1055)  -0.267
N (-0.9232, 1.7217, -1.2776)  0.109
C (-2.1963, 1.6455, -1.6270)  -0.252
C (-3.1725, 0.9020, -0.8664)  -0.314
C (-4.5406, 0.9569, -0.9652)  -0.319
S (-5.2735, -0.0025, 0.2458)  1.078
C (-3.6916, -0.4151, 0.8087)  -0.425
N (-2.7208, 0.1087, 0.1490)  0.001
H (-3.3885, 2.5302, -3.1371)  0.171
H (-1.7898, 4.3518, -4.7377)  0.112
H (0.4663, 5.3228, -4.7496)  0.106
H (2.1167, 4.7158, -3.0469)  0.102
H (1.6238, 2.9635, -1.3513)  0.087
H (-5.1436, 1.5094, -1.6551)  0.074
H (-3.5647, -1.0620, 1.6536)  0.087
N (1.4264, -2.2039, 2.3759)  0.140
C (2.0002, -2.6963, 1.2414)  -0.383
C (2.9652, -3.7140, 1.3542)  -0.002
C (3.4421, -4.3227, 0.2225)  -0.053
C (2.9655, -3.8924, -1.0148)  -0.062
C (2.0505, -2.8645, -1.0420)  -0.155
N (1.5469, -2.2740, 0.0511)  0.061
H (2.0278, -2.1832, 3.1882)  0.105
H (0.9123, -1.3405, 2.2511)  0.060
H (3.3006, -3.9967, 2.3390)  0.118
H (4.1654, -5.1213, 0.2922)  0.112
H (3.3162, -4.3372, -1.9319)  0.103
H (1.6685, -2.4956, -1.9861)  0.080
S (1.4593, 0.2266, -2.8966)  0.740
C (3.0533, -0.0852, -3.2882)  -0.823
N (4.0571, -0.3488, -2.4570)  0.036
C (5.3082, -0.5641, -3.1570)  -0.118
C (4.9399, -0.2875, -4.6292)  -0.133
N (3.5090, -0.0823, -4.5554)  0.012
H (3.9527, -0.4245, -1.4422)  0.067
H (5.6517, -1.5928, -3.0112)  0.120
H (6.0759, 0.1206, -2.7852)  0.121
H (5.1705, -1.1333, -5.2818)  0.117
H (5.4459, 0.6021, -5.0170)  0.118
H (2.9486, 0.2182, -5.3307)  0.134

Forces on atoms 1 to 2 (eV/Å):
Sc -0.7 -0.1 -0.3
N 0.1 0.3 0.0

Output
HOMO energy = -10.03 eV
LUMO level = -2.33 eV
orbital gap = 7.70 eV
ΔE to the lowest compared entry with this formula, charge and spin = 0.770 eV
total charge = +1

- Look up the LUMO level of the first one.
  0.57 eV